Below is a cluster of 6 separate species, ClH10O9 in total in a non-equilibrium geometry, with properties calculated with wB97M-V/def2-TZVPD.

Total charge: -1
Electronic energy, eV: -31106.72846
LUMO energy, eV: 2.58
HOMO, eV: -5.90
HOMO-LUMO gap, eV: 8.478
F_max, eV/A: 4.7

XYZ file:
```
20
Properties=species:S:1:pos:R:3:forces:R:3:mulliken_charge:R:1
Cl -0.3643 -0.9030 -0.7029 4.5885 -0.9394 -0.2512 1.622
O 0.7243 0.0802 -0.9692 -1.2752 -1.0767 0.0504 -0.691
O -0.3471 -1.2005 0.6919 -0.3088 0.0911 1.3298 -0.639
O -1.5781 -0.4035 -1.1254 -3.6402 2.1009 -0.7953 -0.616
O -0.1444 -2.1375 -1.4202 0.6528 -0.0895 -0.2859 -0.675
O -2.9816 -1.9018 5.9814 -0.2112 -0.0729 0.1939 -0.649
H -2.1669 -1.6481 6.4152 0.1866 0.0569 0.0966 0.312
H -2.7948 -1.8096 5.0472 0.0254 0.0159 -0.3173 0.337
O -1.3186 3.9720 -3.7645 -0.1300 0.2650 -0.2255 -0.656
H -0.5986 4.2662 -3.2066 0.1699 0.0071 0.1336 0.311
H -1.4850 3.0713 -3.4866 -0.0329 -0.3273 0.1159 0.344
O 2.9149 -2.7919 4.1046 0.1958 -0.2013 0.1379 -0.651
H 2.3266 -2.4766 3.4185 -0.1940 0.0716 -0.3363 0.343
H 2.7721 -2.1927 4.8373 -0.0226 0.1373 0.1474 0.307
O 2.1773 -1.7929 -7.0275 0.1994 0.1145 -0.1525 -0.647
H 1.8346 -2.4340 -7.6502 -0.0707 -0.1400 -0.1442 0.311
H 1.6387 -1.9071 -6.2445 -0.1262 0.0354 0.3220 0.337
O -0.4263 4.2026 1.9920 -0.0958 0.2194 0.2465 -0.653
H -0.0249 4.7075 1.2847 0.0698 0.0857 -0.1758 0.309
H -0.1576 3.2993 1.8246 0.0194 -0.3537 -0.0901 0.343
```
Forces are in eV/Å.


Below is a structure of composition ClH12NaO10, with properties calculated with wB97M-V/def2-TZVPD.

Electronic energy, eV: -37603.25741
LUMO energy, eV: -1.04
HOMO, eV: -9.28
HOMO-LUMO gap, eV: 8.239
F_max, eV/A: 0.8

XYZ file:
```
24
Properties=species:S:1:pos:R:3:forces:R:3:mulliken_charge:R:1
Na 5.3134 -0.9124 -10.6305 -0.2066 -0.4041 0.6743 0.841
Cl 5.2893 -4.5683 -8.9946 -0.0079 0.1027 0.0604 1.723
O 5.0939 -3.2787 -9.6658 -0.0122 0.6396 -0.2352 -0.685
O 6.6711 -4.9309 -9.1037 -0.1190 -0.0419 0.0090 -0.645
O 4.8910 -4.4293 -7.6220 0.0408 -0.0108 -0.1034 -0.672
O 4.4511 -5.5239 -9.6753 0.0191 -0.1361 0.0086 -0.744
O 6.9760 0.9004 -10.1035 -0.2272 0.0513 -0.1605 -0.551
H 7.0305 1.3215 -9.2391 -0.0166 -0.0710 0.0067 0.294
H 7.2530 1.5779 -10.7307 0.0526 -0.0552 0.0096 0.269
O 9.0421 -1.1684 -9.2703 0.0110 -0.0125 -0.0674 -0.610
H 8.2281 -0.9407 -9.7345 0.1410 -0.0292 0.0959 0.367
H 9.3136 -0.3573 -8.8318 0.0085 -0.0235 -0.0182 0.287
O 2.8276 -0.9625 -10.3325 0.1544 0.3089 0.0055 -0.541
H 2.5964 -1.2365 -9.4379 0.0378 -0.1240 -0.0603 0.311
H 2.0046 -0.6410 -10.7161 0.0304 -0.1062 -0.0827 0.249
O 5.0045 -0.6351 -8.0960 -0.0822 0.3446 -0.1888 -0.479
H 4.3090 -1.1286 -7.6460 0.2658 -0.3060 0.0189 0.273
H 5.0773 0.1875 -7.6014 -0.0495 -0.0543 0.0605 0.249
O 6.5063 -2.2855 -11.9219 0.1125 0.0028 -0.3409 -0.570
H 7.1824 -2.2684 -12.6052 -0.0055 -0.0360 0.0255 0.251
H 6.2885 -3.2193 -11.7844 -0.0228 0.1274 0.3170 0.296
O 2.5936 -3.7611 -11.2513 -0.0186 -0.0067 -0.2056 -0.670
H 3.1999 -4.4416 -10.9199 -0.0923 0.0593 0.1224 0.389
H 2.9963 -2.9302 -10.9761 -0.0135 -0.2191 0.0487 0.370
```
Forces are in eV/Å.


Below is a cluster of 7 separate species, ClH12O6 in total, with properties calculated with wB97M-V/def2-TZVPD.

Total charge: -1
Electronic energy, eV: -25006.19105
LUMO energy, eV: 3.47
HOMO, eV: -6.60
HOMO-LUMO gap, eV: 10.062
F_max, eV/A: 0.4

XYZ file:
```
19
Properties=species:S:1:pos:R:3:forces:R:3:mulliken_charge:R:1
Cl -2.9673 -18.7467 20.2494 -0.0261 -0.0603 -0.1782 -0.869
O -0.2263 -16.8826 20.2161 0.0136 -0.0461 -0.0473 -0.645
H -0.5853 -16.0793 19.8282 -0.0037 -0.0425 -0.0201 0.296
H -0.9564 -17.5198 20.1278 -0.0372 0.0557 0.1197 0.294
O -0.3459 -20.4405 18.8771 -0.0568 -0.0719 0.0409 -0.647
H 0.2382 -20.0041 19.5052 -0.0406 0.0944 -0.0611 0.308
H -1.2313 -20.2623 19.2329 0.0764 0.0137 0.0057 0.321
O -5.0418 -16.6396 21.6929 0.1001 -0.0880 -0.0217 -0.634
H -5.4816 -17.2541 22.2867 0.0080 -0.0140 -0.0422 0.295
H -4.4074 -17.2044 21.2109 -0.0701 0.1222 0.0745 0.312
O -3.6838 -21.7814 19.4637 -0.1920 0.2274 -0.1240 -0.613
H -3.6429 -20.8035 19.5109 0.1387 -0.2847 0.2078 0.282
H -4.2587 -21.9734 18.7168 0.0938 0.0261 -0.0207 0.292
O -5.8834 -18.9696 18.6155 0.1291 -0.0764 0.1075 -0.623
H -5.0472 -18.8350 19.1021 -0.1548 0.0779 -0.1255 0.340
H -6.0051 -19.9232 18.6195 0.0054 0.0272 0.0549 0.286
O -2.4497 -18.0691 17.0493 0.0336 -0.1090 0.0606 -0.652
H -2.5318 -18.2688 17.9998 -0.0858 0.1108 -0.0935 0.350
H -2.0243 -18.8542 16.6907 0.0684 0.0374 0.0626 0.308
```
Forces are in eV/Å.


Below is a cluster of 8 separate species, ClH14O7 in total, with properties calculated with wB97M-V/def2-TZVPD.

Total charge: -1
Electronic energy, eV: -27086.10599
LUMO energy, eV: 3.31
HOMO, eV: -6.31
HOMO-LUMO gap, eV: 9.616
F_max, eV/A: 0.5

XYZ file:
```
22
Properties=species:S:1:pos:R:3:forces:R:3:mulliken_charge:R:1
Cl 0.1766 -0.1304 0.0727 0.2236 -0.2485 0.1010 -0.835
O -2.0343 -1.0986 2.4709 -0.1767 0.0273 0.0964 -0.674
H -1.9094 -0.2136 2.8252 0.0826 0.0371 0.0103 0.322
H -1.4299 -1.1199 1.7133 0.1731 0.0278 -0.1218 0.321
O -1.1888 -1.1763 -2.7053 0.1275 -0.3514 -0.2692 -0.619
H -1.9075 -1.7732 -2.4802 -0.0937 0.0853 0.1123 0.306
H -0.5754 -1.2550 -1.9603 -0.1414 0.4144 0.1457 0.267
O -1.1251 2.6335 1.1044 -0.2093 -0.0105 0.2607 -0.595
H -0.7371 1.7595 0.9273 0.1766 0.0051 -0.2859 0.246
H -0.7704 2.8822 1.9613 0.0696 0.0274 -0.0003 0.287
O -3.3547 -0.1816 -0.1301 -0.2568 0.0851 -0.1009 -0.657
H -2.5041 0.2621 -0.2363 0.1252 -0.0816 -0.0963 0.315
H -3.4600 -0.2623 0.8234 0.1590 -0.1378 0.0424 0.343
O 2.0625 2.7003 -1.4412 0.0139 0.1405 -0.2803 -0.631
H 2.7476 3.1786 -0.9685 0.0255 -0.0898 0.1060 0.283
H 2.1002 1.8151 -1.0585 -0.1048 0.1085 0.0030 0.358
O 1.4447 -3.4129 -0.4926 0.1090 -0.1350 -0.1026 -0.636
H 1.6322 -3.7766 -1.3616 -0.0154 -0.0066 -0.0507 0.309
H 1.1737 -2.5024 -0.6646 -0.1256 0.2543 0.2679 0.327
O 3.2720 0.9464 0.5721 0.0696 -0.0939 0.0222 -0.624
H 2.4357 0.4575 0.4692 -0.2290 -0.0105 0.1665 0.286
H 3.9513 0.2675 0.5595 -0.0024 -0.0471 -0.0263 0.302
```
Forces are in eV/Å.